C17H10BrClNO4S2Tl | ωB97M-V/def2-TZVPD

Positions of all 37 atoms, in Å:
Tl 0.58507 0.78094 -2.29967
Br 3.62280 1.30786 -1.54484
C 3.88098 -0.32419 -0.59931
C 5.08712 -0.47518 0.02010
C 5.35894 -1.65402 0.74354
C 4.40883 -2.62688 0.82723
C 3.14895 -2.47207 0.19650
C 2.15950 -3.47381 0.34285
C 0.94410 -3.32136 -0.25632
C 0.68171 -2.17662 -1.04006
C 1.58412 -1.15291 -1.22291
C 2.84738 -1.30475 -0.56876
H 5.81896 0.31924 -0.02810
H 6.31609 -1.76818 1.23940
H 4.59340 -3.53313 1.39584
H 2.38378 -4.34273 0.95372
H 0.17350 -4.07558 -0.12294
H -0.30213 -2.10778 -1.50341
S 1.85746 1.58163 1.79625
C -1.09816 3.72851 -0.40426
N -0.33927 1.23432 -0.25510
C -2.73185 1.47726 0.03807
C -3.26732 0.11802 0.25993
C -4.72823 -0.03216 0.33326
C -5.49956 0.96884 -0.13241
C -4.97320 2.26522 -0.49842
C -3.67122 2.57321 -0.30061
S -3.03492 4.19781 -0.34735
H -2.65622 -0.58720 0.81874
H -5.15462 -0.95347 0.71080
H -6.57674 0.84009 -0.17674
H -5.66233 3.04389 -0.80716
O -1.87096 2.80303 1.80041
Cl -1.06142 2.10320 0.74504
O -2.73940 0.50587 -0.99523
O 0.27693 2.13002 1.88675
O -0.36204 4.40305 -1.00480

Values from the calculation:
HOMO-LUMO gap = 0.1696 hartree
E_HOMO = -0.038 eV
net charge = -2
calculated total energy = -5012.02704 hartree
energy above the lowest of the compared OMol25 structures with the same formula, charge and spin = 258.2 kcal per mole



C17H10F4N4PbSe3Te | ωB97M-V/def2-TZVPD

Positions of all 40 atoms, in Å:
Pb 2.46959 0.68237 1.06900
Se 4.32858 1.15829 3.07120
Se 2.34001 1.91163 3.98211
Te 1.85094 4.08172 2.68977
Se 2.70642 3.49859 0.52987
C 4.75683 -1.80804 0.44944
C 4.17363 -0.93265 -0.62362
C 3.08069 -1.54558 -1.45177
C 4.20221 1.29822 -1.86332
C 4.59434 0.33598 -0.77552
H 4.96963 -2.80013 0.04806
H 4.04668 -1.95293 1.27109
H 5.67633 -1.39340 0.85945
H 3.41362 -2.50618 -1.84867
H 2.76289 -0.90550 -2.27026
H 2.19474 -1.76220 -0.84452
H 4.53452 0.91352 -2.83169
H 4.67929 2.26358 -1.70772
H 3.12515 1.45396 -1.95055
H 5.45449 0.62004 -0.17382
F -1.68336 -0.85382 -1.43603
C -2.71572 -0.46823 -0.67073
C -3.83207 -1.25405 -0.66654
F -3.81992 -2.34744 -1.42655
C -4.97922 -0.95357 0.10764
C -4.86250 0.23788 0.86505
C -3.74204 1.01921 0.85197
F -3.74042 2.12102 1.61016
C -2.59826 0.71284 0.08797
C -1.42187 1.52115 0.08904
C -0.26532 1.20853 -0.64428
N 0.76337 0.99127 -1.13633
C -1.25250 2.68040 0.88382
N -1.00845 3.62899 1.49843
F -5.87815 0.62665 1.63232
C -6.13213 -1.77071 0.12765
C -7.28692 -1.47475 0.90229
N -8.25415 -1.29666 1.50228
C -6.24667 -2.97670 -0.61649
N -6.40426 -3.96329 -1.19020

Values from the calculation:
HOMO-LUMO gap (alpha / beta) = 0.1581 / 0.2170 hartree
E_HOMO (alpha / beta) = -7.431 / -8.129 eV
calculated total energy = -8937.38280 hartree
energy above the lowest of the compared OMol25 structures with the same formula, charge and spin = 1.7 kcal per mole



no.,molar mass (g mol⁻¹)
1,676.14
2,917.97